ORCA calculation (wB97M-V/def2-TZVPD) on a molecular structure, C19H8Cl2F5N2O2S3Sn at a distorted geometry.

The geometry in XYZ format:
```
42
Properties=species:S:1:pos:R:3:forces:R:3
Sn -0.859667 0.208363 0.044955 -0.18 0.56 0.00
Cl -2.635554 -1.678316 -0.970562 -0.10 -0.03 0.13
C -2.236858 -1.720004 -2.669741 -0.02 0.06 -0.04
C -3.016989 -2.531863 -3.471914 0.00 -0.06 0.02
C -2.728424 -2.616923 -4.822439 0.02 0.03 0.01
C -1.668973 -1.898486 -5.350941 -0.02 -0.03 -0.01
C -0.915558 -1.077287 -4.531862 0.04 0.02 0.02
Cl 0.401128 -0.190231 -5.213159 -0.03 0.00 -0.02
C -1.189788 -0.952308 -3.165200 0.05 0.00 0.08
S -0.201801 0.199168 -2.262618 -0.24 0.29 -0.02
H -3.832462 -3.094235 -3.039928 0.01 0.00 0.01
H -3.329336 -3.248047 -5.461363 0.01 -0.01 0.00
H -1.418067 -1.968159 -6.399793 0.00 0.02 0.00
F -0.083771 -3.766208 5.933626 0.00 -0.01 0.01
C 0.141448 -3.155912 4.784453 -0.03 0.01 -0.03
C -0.895030 -2.977031 3.880340 0.03 -0.01 0.01
F -2.113393 -3.414132 4.165010 -0.01 -0.01 0.00
C -0.641716 -2.345785 2.678775 0.01 -0.04 -0.03
F -1.650215 -2.191293 1.811274 0.02 -0.13 -0.02
C 0.614365 -1.859573 2.353969 -0.04 0.23 0.04
S 1.004777 -1.072811 0.814478 -0.37 -0.41 0.26
C 1.634170 -2.043198 3.279028 0.03 0.05 -0.01
F 2.857154 -1.591808 3.008987 0.00 0.00 0.02
C 1.411532 -2.692687 4.480189 0.01 0.00 0.00
F 2.403393 -2.863395 5.340902 0.00 0.00 0.01
O -3.135319 2.045523 0.586604 0.12 -0.32 -0.22
N -3.298724 1.234380 1.444053 -0.39 0.18 0.07
O -2.471266 0.246434 1.462843 1.06 -0.19 -0.39
S -0.020958 4.919509 -0.076570 -0.01 0.08 -0.04
C -0.776444 3.411820 -0.087711 0.28 -0.04 -0.05
N 0.008461 2.364603 0.001552 -0.15 -0.18 0.32
C 1.360388 2.761872 0.073791 -0.04 -0.17 0.01
C 2.485943 1.937843 0.141752 -0.06 0.05 -0.07
C 3.727667 2.527302 0.213390 0.01 0.02 -0.01
C 3.874615 3.920471 0.213097 0.04 -0.01 0.01
C 2.777490 4.744848 0.125788 -0.07 0.04 -0.01
C 1.519344 4.148160 0.051552 0.05 -0.02 0.04
H -1.842512 3.336480 -0.158637 -0.10 0.03 -0.06
H 2.386631 0.865975 0.134626 0.09 0.02 0.01
H 4.608867 1.903049 0.268147 -0.01 -0.01 0.00
H 4.863511 4.352887 0.276734 0.00 0.00 -0.01
H 2.881940 5.821008 0.112520 0.01 0.00 0.00
```
Positions in Å, forces in eV/Å.

Computed properties:
Total charge: +1
Gap between HOMO and LUMO in hartree: 0.2640
HOMO energy in eV: -11.9
Largest force on an atom in hartree/bohr: 0.022


ORCA calculation (wB97M-V/def2-TZVPD) on a molecular structure, C46H41BrMnNP2S2.

The geometry in XYZ format:
```
94
Properties=species:S:1:pos:R:3:forces:R:3
Mn -0.774565 -0.979242 -0.233843 0.09 -0.51 -0.01
C 0.001079 2.543692 -0.895116 0.08 0.08 -0.15
N 0.687344 2.469788 0.370843 0.00 -0.10 0.08
C -0.153896 2.009768 1.456559 0.02 0.20 0.09
P 0.092702 0.198691 1.666265 -0.05 -0.07 -0.01
C -0.870712 -0.227172 3.146262 0.08 0.09 0.10
C -1.968574 0.524152 3.553404 -0.08 -0.03 0.02
C -2.726795 0.124869 4.648598 0.04 -0.02 -0.03
C -2.386414 -1.021791 5.345521 0.02 -0.03 0.01
C -1.276689 -1.764910 4.958536 -0.03 0.02 -0.01
C -0.522199 -1.368686 3.869722 -0.01 -0.01 0.02
C 1.808783 0.226145 2.263343 -0.01 -0.08 0.12
C 2.055914 0.808713 3.509601 0.02 0.01 0.04
C 3.351197 0.960208 3.969462 0.02 -0.02 -0.04
C 4.419207 0.525346 3.193164 -0.01 0.00 0.00
C 4.183232 -0.066746 1.964385 -0.05 0.01 0.03
C 2.881062 -0.218165 1.501872 0.07 0.01 -0.12
C 1.765208 3.362425 0.621014 -0.13 -0.03 0.00
C 2.718058 3.574371 -0.375908 0.04 0.08 0.01
C 3.786815 4.429282 -0.162579 -0.01 -0.02 -0.01
C 3.942148 5.078941 1.052318 -0.02 -0.01 0.01
C 2.998084 4.871827 2.044021 0.01 0.01 -0.02
C 1.913589 4.032175 1.833395 0.06 0.01 0.02
P -0.289416 0.928182 -1.788503 -0.14 0.09 0.07
C 1.183370 0.658747 -2.812183 0.04 0.10 0.01
C 2.436014 0.674381 -2.200399 0.04 0.06 0.03
C 3.582536 0.443385 -2.941470 -0.01 -0.02 -0.03
C 3.486468 0.167048 -4.300138 0.02 0.01 0.04
C 2.242919 0.132119 -4.912041 -0.03 0.02 0.05
C 1.092662 0.382466 -4.172662 0.00 -0.11 -0.04
C -1.543081 1.518839 -2.971563 0.10 0.11 -0.06
C -1.223934 2.651974 -3.728984 0.01 0.02 -0.08
C -2.135166 3.186777 -4.621991 -0.02 -0.05 0.03
C -3.383423 2.594641 -4.772795 -0.01 0.02 -0.01
C -3.709525 1.472882 -4.030077 0.02 0.00 0.02
C -2.794643 0.936480 -3.131714 -0.03 0.00 0.01
H 0.545031 3.201947 -1.571217 -0.03 -0.01 0.03
H -1.004011 2.974825 -0.772856 0.01 0.00 0.00
H -1.203419 2.259120 1.271742 0.00 -0.05 -0.04
H 0.116584 2.471115 2.404116 -0.04 -0.04 -0.07
H -2.259843 1.419952 3.022364 0.02 0.03 -0.02
H -3.581059 0.713105 4.954467 -0.01 0.02 0.00
H -2.976318 -1.334153 6.196493 -0.02 -0.01 0.01
H -0.999153 -2.656548 5.504455 0.00 -0.01 0.02
H 0.338595 -1.957136 3.578939 0.02 0.02 -0.02
H 1.232007 1.141372 4.130820 -0.02 0.00 -0.01
H 3.531133 1.417843 4.932511 0.00 0.01 0.02
H 5.432012 0.644431 3.553217 0.02 0.00 0.00
H 5.008224 -0.416658 1.359050 0.03 -0.01 -0.01
H 2.721508 -0.686558 0.541060 -0.02 0.04 0.03
H 2.635690 3.062259 -1.323236 0.02 0.02 -0.03
H 4.508714 4.575801 -0.954997 0.02 0.01 -0.01
H 4.781047 5.738732 1.220915 0.02 0.01 0.00
H 3.090717 5.379229 2.994837 0.00 0.01 0.02
H 1.188786 3.927153 2.627073 0.04 0.03 0.01
H 2.522252 0.881286 -1.139707 -0.04 -0.06 0.00
H 4.549133 0.474824 -2.455769 0.01 0.00 -0.01
H 4.382011 -0.017838 -4.877876 0.01 -0.01 -0.02
H 2.162782 -0.080167 -5.969430 0.00 0.00 -0.03
H 0.128509 0.356517 -4.664077 -0.03 0.03 0.01
H -0.246325 3.111407 -3.645893 0.01 -0.01 0.01
H -1.870487 4.059885 -5.202556 0.00 0.01 -0.01
H -4.097551 3.009339 -5.471668 0.00 0.00 0.00
H -4.677769 1.005659 -4.146353 -0.02 -0.01 0.00
H -3.068663 0.059478 -2.566987 0.02 -0.04 0.00
C 1.945580 -3.286974 -3.121445 0.02 0.00 0.03
C 0.802952 -2.730904 -2.322675 -0.20 -0.13 -0.35
S 1.165922 -2.018546 -0.837957 0.03 0.15 0.17
C -0.506575 -2.812341 -2.805590 0.44 -0.13 -0.08
C -0.787615 -3.506283 -4.107111 -0.07 0.03 0.00
S -1.803453 -2.178293 -1.942301 -0.16 0.18 0.12
H 2.884218 -3.196805 -2.579853 -0.01 0.02 0.02
H 2.043108 -2.743132 -4.064171 -0.01 0.00 -0.01
H 1.785009 -4.338580 -3.363016 -0.01 -0.02 0.00
H -0.256190 -4.454942 -4.178483 0.00 -0.01 0.01
H -0.455290 -2.882112 -4.941411 0.02 0.00 -0.01
H -1.852323 -3.692245 -4.228918 0.00 0.02 0.01
Br -2.988634 0.074844 0.304144 -0.18 0.10 -0.14
C -3.677062 -1.491192 1.160997 0.09 0.00 0.05
C -4.984881 -1.504173 1.522914 -0.03 -0.16 0.12
C -5.458696 -2.631032 2.233589 -0.02 0.13 -0.07
C -4.603954 -3.643328 2.552461 0.08 0.01 -0.02
C -3.238735 -3.607980 2.168132 -0.07 -0.11 0.09
C -2.351739 -4.652151 2.527434 -0.02 0.03 0.01
C -1.042904 -4.587445 2.161041 0.01 0.11 -0.05
C -0.563108 -3.497702 1.395146 0.03 -0.13 0.04
C -1.373194 -2.463163 0.995751 -0.05 -0.02 0.00
C -2.738843 -2.512574 1.422955 -0.01 0.13 -0.03
H -5.643287 -0.679673 1.290932 -0.01 0.02 -0.01
H -6.498380 -2.668726 2.526817 -0.01 -0.01 0.01
H -4.957468 -4.499379 3.112296 -0.01 -0.02 0.01
H -2.730440 -5.489777 3.099141 -0.02 0.00 0.01
H -0.358119 -5.375185 2.446126 0.02 -0.02 -0.01
H 0.484643 -3.507984 1.127269 0.00 0.00 -0.01
```
Positions in Å, forces in eV/Å.

Computed properties:
2S+1: 4
Total charge: +1
Gap between HOMO and LUMO (alpha / beta) in hartree: 0.2624 / 0.2265
HOMO energy (alpha / beta) in eV: -9.7 / -10.3
Largest force on an atom in hartree/bohr: 0.010
<S²>: 3.822


ORCA calculation (wB97M-V/def2-TZVPD) on a molecular structure, C37H34As2CaF12N3O10 at a distorted geometry.

The geometry in XYZ format:
```
99
Properties=species:S:1:pos:R:3:forces:R:3
Ca 2.196410 -0.868260 -1.506084 0.97 -1.39 2.32
C 1.902906 4.935076 1.042753 0.04 -0.04 -0.02
C 1.530411 3.807372 0.115586 -0.14 0.08 0.09
C 0.242999 3.284507 0.096293 0.07 0.16 0.02
C -0.071433 2.253467 -0.764353 -0.10 -0.17 -0.10
C 0.895877 1.644613 -1.574419 0.22 0.26 -0.39
N 0.629360 0.451308 -2.236871 -1.40 0.99 -0.66
C -0.542293 0.135233 -2.846956 0.27 0.07 -0.03
C -1.415382 1.164183 -3.279967 0.02 0.00 0.13
C -2.626506 0.891322 -3.869358 -0.08 -0.07 0.00
C -3.033310 -0.427909 -4.045265 -0.04 0.03 -0.04
C -4.377615 -0.765507 -4.633284 0.05 -0.03 0.07
C -2.136887 -1.449133 -3.722713 -0.04 0.08 0.05
C -0.888030 -1.232369 -3.171180 0.38 0.02 -0.07
C 0.147290 -2.432668 -3.164514 0.23 -0.24 -0.11
O 1.362629 -2.191048 -2.664760 -2.46 -2.12 -2.25
C 0.329086 -2.818426 -4.695762 -0.14 0.39 0.31
F 1.426795 -3.536218 -4.902093 0.01 -0.08 -0.03
F 0.443657 -1.697696 -5.436553 0.00 -0.17 -0.04
F -0.713130 -3.526590 -5.206035 0.02 0.12 -0.11
C -0.415205 -3.744596 -2.442000 0.06 0.48 -0.28
F -1.763788 -3.825611 -2.368066 0.10 -0.21 0.00
F 0.018631 -4.865007 -3.051432 -0.13 0.01 0.03
F 0.033934 -3.813975 -1.190796 -0.01 0.04 0.34
C 2.228231 2.180223 -1.557490 0.09 -0.41 -0.51
C 2.486209 3.264285 -0.740891 -0.10 -0.03 0.02
C 3.349884 1.583717 -2.504543 0.22 0.15 -0.33
O 3.472891 0.238546 -2.528631 1.49 2.49 -1.45
C 3.021849 2.132808 -3.946487 0.02 -0.30 0.39
F 2.767985 3.459807 -3.954105 -0.02 0.01 -0.10
F 4.032331 1.917842 -4.802094 -0.07 0.05 -0.09
F 1.937268 1.524774 -4.447232 0.06 0.08 -0.04
C 4.785522 2.134014 -2.144622 -0.57 -0.16 0.14
F 5.733224 1.476464 -2.814022 0.06 0.04 0.02
F 5.034302 1.948030 -0.833953 0.12 0.06 -0.06
F 4.970375 3.450415 -2.411949 0.07 -0.01 0.11
H 1.024947 5.324090 1.559631 0.03 -0.01 -0.01
H 2.374153 5.756269 0.493773 -0.04 -0.07 0.04
H 2.617721 4.593587 1.798247 -0.06 0.01 -0.05
H -0.523219 3.680529 0.755775 0.03 -0.02 -0.01
H -1.077839 1.855460 -0.773843 0.05 -0.02 0.04
H -1.080017 2.188425 -3.171646 -0.02 -0.05 0.04
H -3.262066 1.704076 -4.206129 0.01 -0.01 0.02
H -5.005717 0.122258 -4.722502 0.03 -0.02 -0.01
H -4.898787 -1.494773 -4.005930 0.04 0.06 -0.04
H -4.270682 -1.208463 -5.627259 0.00 0.01 0.03
H -2.435031 -2.459043 -3.956033 -0.02 -0.01 -0.03
H 3.468250 3.713008 -0.732512 0.00 -0.02 0.00
N 4.166315 -2.471488 1.727291 0.12 0.04 -0.11
C 5.136485 -1.841352 0.971997 -0.14 -0.15 0.06
C 4.674319 -1.875386 -0.305476 -0.25 -0.36 0.01
N 3.431724 -2.504285 -0.342900 0.86 -0.53 0.77
C 3.163997 -2.844877 0.899421 0.31 0.11 -0.35
H 4.168464 -2.585157 2.722196 -0.02 -0.01 0.14
H 6.036439 -1.436267 1.406993 -0.13 -0.04 -0.04
H 5.128014 -1.506039 -1.215224 -0.05 0.09 0.18
H 2.275399 -3.352754 1.245754 0.05 0.10 -0.01
C -4.676207 1.368840 -0.852668 0.12 0.02 0.10
O -3.598553 1.280246 0.088207 0.06 0.08 0.15
C -2.934167 0.109216 0.166055 0.33 0.18 0.02
O -3.198601 -0.828510 -0.542528 0.04 -0.33 0.03
C -1.792871 0.125788 1.156143 -0.51 -0.08 -0.45
C -1.822235 0.946288 2.209613 -0.15 0.33 -0.07
As -0.305781 1.287857 3.454959 -0.04 -0.26 -0.16
C -1.345599 1.536211 5.095470 -0.14 0.03 0.08
C 0.214254 -0.563079 3.375462 -0.04 -0.10 -0.06
C 0.810345 -0.740245 2.088678 -0.11 -0.08 -0.12
As -0.407062 -1.261479 0.616075 0.02 0.69 0.83
C -1.426372 -2.741402 1.394928 0.04 -0.07 -0.02
C 1.948826 -0.033903 1.596537 0.06 -0.38 -0.21
O 2.209895 0.102706 0.386149 -0.20 0.66 1.96
O 2.954681 0.395526 2.402051 -0.02 0.25 0.39
C 2.999939 0.152955 3.805321 0.16 -0.14 -0.26
C -0.308790 -1.695682 4.106427 0.18 0.08 -0.10
O 0.164435 -2.819323 4.098718 0.13 -0.08 -0.16
O -1.387293 -1.417321 4.897978 -0.20 -0.02 0.19
C -1.862655 -2.522585 5.670869 0.00 0.20 -0.06
C -2.938920 1.912307 2.539464 0.25 -0.24 0.01
O -2.760239 3.101493 2.546897 0.02 0.03 -0.13
O -4.115652 1.431060 2.994943 0.02 -0.39 0.03
C -4.312289 0.011152 3.143964 0.05 0.24 -0.09
H -5.417942 2.021939 -0.402749 -0.02 0.04 0.02
H -5.090483 0.387717 -1.055395 -0.05 -0.11 0.00
H -4.307243 1.802132 -1.780771 0.04 -0.02 0.00
H -1.609292 2.589928 5.162731 -0.02 0.03 0.02
H -0.696428 1.273553 5.928628 0.00 -0.01 0.07
H -2.240625 0.921649 5.136555 0.03 -0.01 0.04
H -2.003814 -2.428796 2.261696 0.01 -0.01 0.05
H -0.738120 -3.532930 1.680665 0.02 -0.02 0.02
H -2.094213 -3.096251 0.616347 -0.09 -0.03 -0.06
H 4.049860 0.252687 4.083785 0.01 0.01 -0.04
H 2.639480 -0.842847 4.059699 -0.03 -0.07 -0.03
H 2.423611 0.885116 4.360473 -0.12 0.13 0.05
H -2.532480 -2.101546 6.416818 -0.03 0.03 -0.01
H -1.044521 -3.051837 6.149765 0.09 0.01 0.04
H -2.404309 -3.230381 5.044362 0.00 -0.02 -0.08
H -5.150145 -0.096631 3.827305 -0.03 0.04 0.01
H -3.434773 -0.478731 3.562893 0.05 0.03 0.01
H -4.566996 -0.453696 2.189713 0.03 0.06 -0.01
```
Positions in Å, forces in eV/Å.

Computed properties:
Total charge: -1
Gap between HOMO and LUMO (alpha / beta) in hartree: 0.2483 / 0.1937
HOMO energy (alpha / beta) in eV: -5.2 / -4.6
Largest force on an atom in hartree/bohr: 0.077


no.,total energy (a.u.)
1,-3817.11200
2,-7036.16730
3,-8694.72497